# C37H43N2O9PRh

A structure of composition C37H43N2O9PRh at a distorted geometry (ωB97M-V/def2-TZVPD, the OMol25 dataset).

Geometry (Å):
Rh: -0.4396 2.4724 0.5581
O: 2.6300 4.3082 -2.9350
C: 1.6917 5.2682 -2.9685
C: 1.6343 6.0850 -4.0974
C: 0.7106 7.1082 -4.1802
C: -0.1858 7.3354 -3.1392
C: -0.1556 6.5120 -2.0316
C: 0.7770 5.4805 -1.9227
C: 0.6903 4.5728 -0.7607
O: -0.3751 4.5822 -0.0325
N: 1.7462 3.8287 -0.5088
N: 1.4461 2.9319 0.4880
C: 2.3784 2.4525 1.2136
C: 2.1529 1.6395 2.3843
C: 3.2493 1.0149 2.9907
C: 3.1144 0.2406 4.1214
C: 1.8470 0.1195 4.7015
C: 0.7621 0.7763 4.1669
C: 0.8605 1.5404 2.9804
O: -0.2067 2.1364 2.5369
H: 2.5280 3.8394 -2.0729
H: 2.3328 5.8932 -4.9016
H: 0.6856 7.7334 -5.0641
H: -0.9045 8.1418 -3.2044
H: -0.8611 6.6451 -1.2221
H: 3.3961 2.7386 0.9573
H: 4.2297 1.1549 2.5455
H: 3.9725 -0.2483 4.5635
H: 1.7221 -0.4958 5.5858
H: -0.2124 0.7224 4.6355
O: -4.6620 2.3845 -3.8808
C: -3.8583 2.3927 -2.9865
C: -4.1206 2.3076 -1.4983
O: -5.2125 2.2721 -0.9738
C: -2.7966 2.2841 -0.8719
C: -1.7951 2.3947 -1.8405
O: -0.5512 2.3818 -1.4583
C: -2.3385 2.4440 -3.1855
O: -1.8160 2.4746 -4.2813
O: -2.4989 2.1336 0.3686
O: -0.0452 0.1558 0.3733
P: -0.1606 -1.3375 0.3085
C: -1.7181 -1.7103 -0.6001
C: -2.1896 -3.1587 -0.8230
C: -1.7396 -3.7736 -2.1512
C: -2.1083 -2.8688 -3.3231
C: -1.3936 -1.5313 -3.1667
C: -1.8234 -0.8421 -1.8724
C: 1.3056 -1.9250 -0.6452
C: 2.5451 -1.0664 -0.3316
C: 3.4046 -1.6512 0.7848
C: 3.8395 -3.0649 0.4099
C: 2.6091 -3.9574 0.2931
C: 1.6199 -3.4284 -0.7503
C: -0.3115 -1.9018 2.0512
C: -1.5814 -1.2352 2.6436
C: -2.7437 -2.2224 2.7279
C: -2.4184 -3.3674 3.7052
C: -0.9059 -3.6222 3.7778
C: -0.2520 -3.3955 2.4146
H: -2.4005 -1.2456 0.1211
H: -3.2844 -3.1509 -0.8198
H: -1.8721 -3.7975 0.0037
H: -2.2100 -4.7543 -2.2598
H: -0.6577 -3.9254 -2.1572
H: -3.1914 -2.7056 -3.3359
H: -1.8316 -3.3450 -4.2665
H: -1.6266 -0.8682 -4.0016
H: -0.3130 -1.7039 -3.1819
H: -2.8683 -0.5393 -1.9871
H: -1.2435 0.0681 -1.7271
H: 0.9498 -1.5877 -1.6251
H: 2.2150 -0.0596 -0.0766
H: 3.1545 -0.9913 -1.2384
H: 2.8383 -1.6740 1.7225
H: 4.2773 -1.0145 0.9432
H: 4.5263 -3.4712 1.1564
H: 4.3650 -3.0377 -0.5515
H: 2.1306 -4.0121 1.2682
H: 2.8984 -4.9739 0.0145
H: 0.6981 -4.0106 -0.6882
H: 2.0526 -3.6054 -1.7401
H: 0.5557 -1.3911 2.4888
H: -1.8516 -0.3519 2.0616
H: -1.3533 -0.8760 3.6486
H: -2.9491 -2.6350 1.7378
H: -3.6444 -1.6984 3.0496
H: -2.9270 -4.2788 3.3799
H: -2.7953 -3.1320 4.7033
H: -0.7146 -4.6424 4.1170
H: -0.4457 -2.9466 4.5044
H: -0.7619 -4.0117 1.6694
H: 0.7810 -3.7263 2.4608

Calculated values
charge	-1
frontier orbital gap	0.2414	Ha

---

# C37H43NO2PTm

A structure of composition C37H43NO2PTm at a distorted geometry (ωB97M-V/def2-TZVPD, the OMol25 dataset).

Geometry (Å):
O: 1.5425 1.7194 -0.8414
C: 1.6068 3.0130 -0.0971
C: 2.3065 3.7464 -1.2180
H: 2.2081 2.8726 0.8041
H: 0.5968 3.3685 0.1138
C: 2.3437 2.3669 -1.9124
H: 3.2666 4.1827 -0.9331
H: 1.6658 4.4813 -1.7235
C: 3.7463 1.7932 -1.9730
H: 4.2165 1.8071 -0.9872
H: 4.3611 2.3893 -2.6639
H: 3.7157 0.7653 -2.3490
C: 1.6662 2.2919 -3.2637
H: 0.7390 2.8636 -3.2764
H: 1.4363 1.2544 -3.5250
H: 2.3428 2.6943 -4.0307
Tm: -0.1723 -0.2625 -0.4578
C: -2.4729 -0.0795 -1.6051
C: -2.6814 0.5847 -0.3545
C: -1.8588 1.7468 -0.3161
H: -3.3692 0.2793 0.4305
C: -1.1930 1.8362 -1.5718
C: -1.5184 0.6744 -2.3495
H: -1.1847 0.4661 -3.3656
H: -3.0171 -0.9580 -1.9674
H: -1.7981 2.4735 0.4960
H: -0.6837 2.7239 -1.9400
C: 0.7546 -2.6981 -0.7186
C: 0.7138 -2.0634 -1.9927
C: 1.6437 -0.9847 -1.9595
H: 0.1447 -2.3972 -2.8642
C: 2.2215 -0.9377 -0.6396
C: 1.6566 -1.9913 0.1256
H: 1.9179 -2.2417 1.1539
H: 0.2686 -3.6406 -0.4678
H: 1.9650 -0.4256 -2.8329
H: 3.0177 -0.2778 -0.3001
O: 4.5565 6.0065 -0.4494
C: 5.1737 6.5301 -1.6377
C: 5.9937 7.7872 -1.2973
H: 4.3843 6.7548 -2.3727
H: 5.8025 5.7415 -2.0726
C: 5.5976 8.1269 0.1614
H: 5.7580 8.6009 -1.9790
H: 7.0600 7.5541 -1.3638
C: 4.9172 6.8428 0.6721
H: 4.8856 8.9562 0.1715
H: 6.4652 8.3820 0.7659
H: 4.0115 7.0596 1.2505
H: 5.6011 6.2822 1.3308
N: -1.3669 -1.6801 0.5579
P: -2.3420 -2.7603 1.1483
C: -1.3964 -4.2101 1.7225
C: -0.2701 -3.9782 2.5284
C: 0.6505 -5.0010 2.7437
C: 0.4192 -6.2714 2.1991
C: -0.7814 -6.5404 1.5382
C: -1.7009 -5.5130 1.3160
C: -3.1801 -2.1934 2.6419
C: -4.1932 -2.9503 3.2452
C: -4.8308 -2.4693 4.3894
C: -4.3856 -1.2879 4.9949
C: -3.2961 -0.5867 4.4560
C: -2.7004 -1.0310 3.2691
C: -3.6254 -3.4272 0.0404
C: -3.2220 -4.1478 -1.1053
C: -4.1685 -4.7583 -1.9333
C: -5.5284 -4.6653 -1.6268
C: -5.9407 -3.9317 -0.5120
C: -4.9997 -3.2641 0.2803
H: -0.0940 -2.9887 2.9575
H: 1.5568 -4.8062 3.3153
H: 1.1780 -7.0481 2.2888
H: -1.0045 -7.5417 1.1726
H: -2.6439 -5.7332 0.8126
H: -4.5031 -3.9094 2.8203
H: -5.6751 -3.0214 4.8105
H: -4.8779 -0.9179 5.8966
H: -2.9151 0.3029 4.9665
H: -1.8636 -0.4891 2.8256
H: -2.1566 -4.2567 -1.3394
H: -3.8416 -5.3152 -2.8139
H: -6.2692 -5.1567 -2.2619
H: -7.0011 -3.8670 -0.2584
H: -5.3524 -2.6454 1.1078

Calculated values
charge	0
frontier orbital gap (alpha / beta)	0.2472 / 0.2478	Ha
2S+1	3

---

Result set for energy relative to the best compared isomer or geometry (same formula, charge and spin): 137.0, 0.0 kJ/mol, one per record in the order listed.